(1)
This record from OMol25 describes a structure of composition C27H38Al3BrF8N2NaO23P2S. The level of theory is ωB97M-V/def2-TZVPD.

Its HOMO-LUMO gap is 1.2 eV. Its total charge is -1. The value obtained for the HOMO energy is -4.91 eV.

XYZ file:
```
106
Properties=species:S:1:pos:R:3:forces:R:3
C 0.383956 -5.635751 -5.245012 -0.1896 0.3983 0.1195
O 1.578559 -4.946575 -4.878892 -0.1119 -0.2529 0.2682
C 1.251078 -3.736726 -4.214906 0.2756 -0.0417 -0.2817
C 1.650364 -3.613673 -2.710273 0.6537 -1.1295 -1.6865
O 1.579633 -4.947283 -2.074464 -0.9286 1.7650 0.0553
C 3.116172 -3.293484 -2.433074 0.1574 0.8007 0.0797
C 3.021172 -2.933699 -0.927938 -0.1579 -0.2807 0.1014
O 3.918625 -2.866021 -0.140093 0.1485 -0.2775 -0.1561
N 1.655189 -2.728580 -0.570844 0.4477 0.0479 -0.7861
C 0.906782 -2.535299 -1.878675 1.1523 -0.5119 2.8662
C -0.562522 -2.777316 -1.485773 -0.2255 -0.2172 -1.5476
C -1.614102 -2.858679 -2.629753 -0.3014 0.8148 0.7265
C -1.477398 -1.806196 -3.725427 -0.1613 -0.2748 -0.4437
O -2.903124 -2.650949 -2.023885 0.2242 -0.2982 -0.1608
P 1.349551 -0.729259 -2.292356 -2.0532 0.3991 -1.9347
P 1.014700 0.437053 -0.459015 2.4729 1.1319 0.9949
O 1.978241 0.049035 0.568255 -0.3583 -0.3353 0.3084
O 1.213829 1.978323 -0.859164 -0.9834 -1.8735 -0.3543
O -0.533312 0.326284 0.016052 -0.6587 -0.3299 -0.2697
H -0.209294 -5.853220 -4.357003 -0.0249 -0.1957 0.0578
H 0.607195 -6.567989 -5.753478 0.3105 0.0326 0.0494
H -0.239086 -5.004523 -5.895884 0.1906 -0.0548 -0.1274
H 0.181395 -3.622247 -4.361605 -0.0210 0.4032 0.3492
H 1.777870 -2.957983 -4.779887 -0.2095 0.2903 0.2748
H 0.801471 -4.967865 -1.500543 -0.0588 -0.3368 -0.1438
H 3.524883 -2.466077 -3.021637 -0.3154 0.1612 0.0992
H 3.817455 -4.097190 -2.652062 -0.3263 -0.3485 0.3962
H 1.307835 -3.512305 -0.027320 0.0282 0.2470 0.3543
H -0.613956 -3.734316 -0.954327 -0.0558 0.1290 0.1584
H -0.923532 -2.041194 -0.767980 0.2972 0.0034 0.0761
H -1.667433 -3.876022 -3.020470 0.1718 0.0930 -0.1934
H -2.274504 -1.971353 -4.455476 0.0130 -0.0116 0.0447
H -1.609571 -0.788879 -3.341877 0.0978 -0.0890 0.1720
H -0.532861 -1.818980 -4.260815 0.0205 0.0931 0.0854
H -2.990391 -1.694760 -1.951691 -0.2609 -0.0174 0.0767
H 2.738071 -0.598173 -2.433263 0.0226 -0.2633 0.6826
H 0.533834 2.531417 -0.408593 0.1494 0.8992 -0.1743
H -1.154656 0.020088 -0.672012 1.1104 -0.3833 -0.1640
F -1.360603 3.063406 0.861201 -1.4105 -1.1415 0.0026
Al -2.431314 2.461478 1.994990 1.0950 1.3163 1.7340
F -3.534681 3.628541 2.527647 0.0250 -0.5444 -0.3964
F -1.599073 1.819231 3.298687 -0.4894 -0.1651 -0.2824
F -3.319307 1.162839 1.178846 -0.0488 -0.1028 -0.6741
Al -2.994474 0.880503 -0.609359 -0.7678 0.4950 0.4239
C 6.732582 -2.278220 0.734857 0.1367 0.0426 0.0493
C 5.992472 -1.222571 1.253574 0.1150 -0.0018 -0.0173
C 6.535862 -0.415814 2.242668 -0.1365 0.0854 -0.0189
C 7.817736 -0.679556 2.695260 -0.1126 -0.0872 -0.1413
C 8.564700 -1.730353 2.194417 0.2266 -0.1729 -0.0287
C 8.014565 -2.532296 1.208559 -0.1400 0.0894 -0.0153
N 8.410048 0.183666 3.728103 0.0031 -0.0316 -0.0002
O 7.732455 1.087584 4.169716 0.0058 0.0146 0.0321
O 9.550963 -0.057118 4.081440 0.0027 0.0093 0.0207
H 6.307836 -2.901299 -0.038320 -0.0732 0.0084 0.0358
H 4.995366 -1.026793 0.886583 -0.0267 -0.0049 0.0603
H 5.961843 0.405229 2.646752 0.0929 0.0330 0.0456
H 9.561428 -1.925247 2.561414 -0.0150 0.1173 0.0805
H 8.587765 -3.356672 0.805253 0.0185 0.0034 0.0165
C -3.161656 -1.137833 4.110519 0.0809 0.3410 0.1652
C -3.942050 -2.315268 4.629253 -0.1920 0.0797 0.3455
O -4.003480 -3.166324 3.472110 0.1606 0.0468 0.0344
C -2.968426 -2.851801 2.667991 -0.0538 -0.0890 -0.1501
O -2.636347 -3.479581 1.707111 0.0253 0.0474 0.0369
O -2.350366 -1.722524 3.080734 -0.1097 -0.0309 0.0176
H -2.542094 -0.666802 4.869024 0.1963 -0.0122 -0.1626
H -3.809686 -0.382431 3.662912 -0.0392 -0.0550 -0.0349
H -3.424984 -2.850804 5.430279 0.1207 -0.0236 -0.1074
H -4.937025 -2.022531 4.968956 0.1345 -0.3262 -0.3131
F 0.216250 4.267462 -0.178527 0.7557 0.4392 -0.5682
Al 1.546189 5.129591 -0.812479 0.4489 0.3339 -0.0661
F 1.839791 4.592902 -2.410302 0.1860 0.2575 0.4358
F 2.924274 4.846637 0.136815 -0.3277 0.0420 -0.1840
F 1.191264 6.794189 -0.829032 -0.0144 -0.3619 -0.0278
Br 1.512341 -7.297086 -2.660834 0.0171 -0.9897 -0.0070
O -6.868415 -1.575424 4.822920 -0.1615 -0.1496 -0.1169
S -7.484848 -1.498915 3.488926 0.5380 0.1999 -0.0370
O -7.461953 -2.810713 2.816978 -0.3035 -0.2109 0.3636
O -6.722995 -0.548919 2.656524 -0.2515 0.3007 0.2058
O -8.886620 -1.072823 3.617963 -0.0670 0.0488 -0.3620
C -3.956965 5.320140 5.147296 0.5299 0.0195 -0.4306
O -5.248213 5.583457 5.744594 -0.1288 -0.0237 0.2870
C -5.766558 4.508456 6.292711 0.3399 0.0363 -0.4629
O -5.292432 3.411654 6.352549 -0.1394 -0.0624 0.2674
O -6.996596 4.819148 6.794895 -0.3146 0.2530 0.2983
C -7.621296 3.691407 7.371677 0.2956 -0.1465 0.0705
H -3.595204 6.245826 4.711655 -0.2824 0.1378 0.0801
H -3.243601 4.986321 5.897516 -0.1388 -0.0939 0.0771
H -4.058994 4.577279 4.361381 0.0435 -0.0482 0.0579
H -7.037346 3.303753 8.211489 0.0299 -0.1648 -0.1106
H -7.793007 2.903542 6.640410 -0.0159 -0.0963 0.1135
H -8.594850 4.031776 7.733221 -0.1931 -0.1540 -0.5699
C 3.134695 2.807248 -5.748372 0.0287 0.0085 -0.1499
C 2.131282 2.635699 -4.873397 0.3923 0.0020 0.0294
C 1.047390 3.665712 -4.697519 -0.2431 0.3982 0.0925
O 0.149495 3.428658 -3.919557 -0.2451 -0.5404 -0.3925
C 1.130422 4.888273 -5.485889 -0.0683 -0.0557 0.0112
C 2.134750 5.055360 -6.349911 -0.2698 0.2115 0.0997
C 3.197043 4.013776 -6.546204 0.1543 -0.3151 0.1307
O 4.070804 4.235534 -7.372075 -0.1002 0.2045 -0.0626
O 2.270392 6.153432 -7.103153 0.1541 -0.1543 -0.0759
O 2.016560 1.561792 -4.108693 -0.1973 0.2685 -0.1073
H 3.916321 2.073433 -5.885055 0.0021 -0.0078 0.0345
H 0.359957 5.631411 -5.339420 0.0356 0.0268 0.0407
H 3.076805 6.007134 -7.631687 0.0342 -0.0210 0.0060
H 1.216815 1.711907 -3.561363 0.0395 0.0481 0.0899
Na -9.169830 5.007972 9.319173 0.0705 0.2328 0.2084
```
Forces are in eV/Å.

(2)
This record from OMol25 describes a structure of composition C2H5N3. The level of theory is ωB97M-V/def2-TZVPD.

The energy above the lowest of the compared OMol25 structures with the same formula, charge and spin is 2.822 eV. Its HOMO-LUMO gap is 9.6 eV. Its total charge is 0. The value obtained for the HOMO energy is -8.73 eV.

XYZ file:
```
10
Properties=species:S:1:pos:R:3:forces:R:3
N -0.881738 -0.823037 -1.183781 0.1348 0.1184 -0.1613
C -0.678979 0.867702 0.463831 0.8275 0.1915 0.0917
C 1.133953 0.137719 0.874794 -1.0958 -0.7015 -0.9330
N -0.425953 -0.401430 0.053087 0.8105 -0.2008 0.7587
N 0.309309 1.192207 1.256134 -0.5705 0.5710 -0.0153
H -0.406006 -0.401249 -1.976954 0.0148 -0.0901 0.1181
H -0.858326 -1.832410 -1.244214 0.0187 0.1308 0.0263
H -1.512060 1.478118 0.135326 -0.1397 -0.0351 0.1277
H 1.724527 0.254979 -0.028956 0.0592 0.0949 0.0811
H 1.595272 -0.472600 1.650733 -0.0597 -0.0790 -0.0939
```
Forces are in eV/Å.